ORCA calculation (ωB97M-V/def2-TZVPD) on the ion C27H33N2O2 with charge +1.

Geometry as XYZ:
```
64
Properties=species:S:1:pos:R:3:nbo_charge:R:1
C -0.965 1.166 2.255 -0.31
C 0.381 1.305 2.561 -0.21
C 1.072 0.303 3.222 -0.31
C 0.410 -0.866 3.592 0.40
O 0.962 -1.930 4.222 -0.50
C 2.355 -2.013 4.437 -0.09
C 3.114 -2.500 3.198 -0.09
O 3.241 -1.438 2.274 -0.56
C 4.040 -1.713 1.143 -0.08
C 3.283 -2.383 -0.024 -0.24
N 2.068 -1.719 -0.462 -0.45
C 0.907 -1.962 0.374 -0.25
C -0.349 -1.456 -0.328 -0.23
N -0.224 -0.009 -0.616 -0.45
C -1.488 0.568 -1.194 -0.09
C -1.761 -0.003 -2.570 -0.10
C -2.591 -1.109 -2.709 -0.20
C -2.852 -1.638 -3.961 -0.20
C -2.288 -1.064 -5.088 -0.18
C -1.469 0.046 -4.959 -0.22
C -1.207 0.576 -3.708 -0.15
C -1.514 2.086 -1.201 0.03
C -2.618 2.684 -1.805 -0.22
C -2.750 4.059 -1.838 -0.19
C -1.781 4.864 -1.262 -0.20
C -0.687 4.280 -0.650 -0.18
C -0.553 2.900 -0.615 -0.27
C 0.976 0.188 -1.459 -0.24
C 2.209 -0.299 -0.708 -0.24
C -0.955 -0.994 3.304 -0.29
C -1.631 0.010 2.645 -0.20
H -1.502 1.968 1.769 0.23
H 0.901 2.217 2.304 0.22
H 2.120 0.437 3.433 0.24
H 2.466 -2.758 5.228 0.22
H 2.770 -1.062 4.783 0.19
H 4.109 -2.847 3.506 0.19
H 2.569 -3.344 2.754 0.18
H 4.891 -2.348 1.417 0.19
H 4.429 -0.743 0.822 0.19
H 3.966 -2.422 -0.877 0.21
H 3.017 -3.407 0.241 0.21
H 0.803 -3.037 0.528 0.23
H 0.992 -1.475 1.355 0.21
H -0.489 -1.980 -1.275 0.24
H -1.214 -1.620 0.317 0.24
H -0.082 0.466 0.298 0.52
H -2.288 0.233 -0.519 0.24
H -3.052 -1.552 -1.837 0.21
H -3.503 -2.493 -4.056 0.23
H -2.495 -1.472 -6.064 0.23
H -1.038 0.506 -5.834 0.23
H -0.590 1.458 -3.620 0.21
H -3.378 2.061 -2.252 0.22
H -3.613 4.501 -2.311 0.23
H -1.879 5.938 -1.286 0.23
H 0.070 4.896 -0.191 0.22
H 0.312 2.494 -0.112 0.20
H 1.073 1.240 -1.724 0.24
H 0.848 -0.400 -2.370 0.24
H 3.091 -0.137 -1.329 0.23
H 2.324 0.280 0.225 0.18
H -1.458 -1.892 3.624 0.24
H -2.688 -0.096 2.448 0.22
```

Values from the calculation:
Charge: +1
2S+1: 1
Energy relative to the best compared isomer or geometry (same formula, charge and spin): 0.0 kcal per mole
F_max: 0.0190 Eh/bohr


ORCA calculation (ωB97M-V/def2-TZVPD) on the molecule C4H8N4 at a distorted geometry.

Geometry as XYZ:
```
16
Properties=species:S:1:pos:R:3:nbo_charge:R:1
C -0.725 2.125 -0.083 -0.41
C -1.384 1.071 0.168 -0.07
N -1.250 -0.320 -0.307 -0.27
N -2.476 -1.124 0.255 -0.64
C -0.094 -0.886 -0.271 0.26
N 0.954 -0.117 -0.164 -0.41
N 2.144 -0.791 0.027 -0.26
C 3.114 0.134 0.266 -0.12
H 0.415 2.029 -0.653 0.25
H -1.246 3.026 0.138 0.21
H -2.532 1.191 0.509 0.22
H -2.521 -2.229 -0.300 0.37
H -2.120 -1.370 1.256 0.35
H -0.049 -1.901 -0.571 0.18
H 2.827 1.168 -0.011 0.17
H 4.145 -0.111 0.476 0.19
```

Values from the calculation:
Charge: 0
2S+1: 1
Energy relative to the best compared isomer or geometry (same formula, charge and spin): 147.4 kcal per mole
F_max: 0.1464 Eh/bohr


ORCA calculation (ωB97M-V/def2-TZVPD) on a cluster of 3 separate species, C21H24BBrN6O9S in total at a distorted geometry.

Geometry as XYZ:
```
63
Properties=species:S:1:pos:R:3:nbo_charge:R:1
N -3.192 3.081 1.673 -1.18
B -3.149 1.605 1.702 1.18
O -4.276 0.858 1.321 -0.94
C -1.808 0.890 2.220 -0.39
C -1.627 0.780 3.657 0.18
N -2.616 1.341 4.571 -0.49
C -3.531 0.570 4.839 0.27
S -4.941 -0.181 4.939 0.06
C -0.477 0.125 4.209 -0.26
C 0.497 -0.405 3.268 0.34
O 1.595 -1.054 3.840 -0.68
C 0.348 -0.271 1.837 -0.18
C -0.845 0.391 1.298 0.03
C -0.946 0.500 -0.212 0.56
O -1.547 1.357 -0.828 -0.53
C -0.171 -0.560 -1.047 -0.12
C -0.678 -0.838 -2.367 -0.20
C 0.012 -1.774 -3.211 -0.06
Br -0.692 -2.187 -4.984 0.07
C 1.215 -2.417 -2.712 -0.21
C 1.707 -2.136 -1.389 -0.03
C 3.015 -2.841 -0.947 -0.10
O 4.191 -2.370 -1.627 -0.52
C 4.264 -0.965 -1.628 0.21
O 3.757 -0.378 -2.830 -0.56
C 3.082 0.853 -2.606 -0.09
C 2.167 1.069 -3.883 -0.08
O 1.057 1.908 -3.486 -0.75
C 1.019 -1.200 -0.530 -0.06
C 1.454 -0.820 0.895 0.55
O 2.598 -0.895 1.285 -0.51
H -3.253 3.456 2.621 0.40
H -2.412 3.488 1.159 0.41
H -4.445 1.031 0.377 0.53
H -0.343 0.028 5.305 0.24
H 1.280 -1.880 4.247 0.48
H -1.590 -0.344 -2.764 0.26
H 1.714 -3.121 -3.409 0.24
H 2.916 -3.920 -1.238 0.20
H 3.163 -2.850 0.160 0.21
H 3.782 -0.472 -0.750 0.17
H 5.356 -0.702 -1.573 0.16
H 3.755 1.744 -2.551 0.16
H 2.384 0.830 -1.736 0.19
H 1.777 0.058 -4.138 0.19
H 2.711 1.581 -4.708 0.17
H 0.319 1.704 -4.080 0.48
N 2.482 4.138 0.803 -0.85
C 1.393 3.404 0.431 0.78
N 1.329 3.117 -0.897 -0.85
O 0.544 3.034 1.228 -0.69
H 3.184 4.446 0.158 0.39
H 2.570 4.373 1.775 0.41
H 0.543 2.578 -1.217 0.43
H 2.018 3.415 -1.561 0.39
N -4.297 -2.009 1.361 -0.86
C -4.067 -2.642 0.180 0.77
N -3.883 -3.993 0.281 -0.85
O -4.025 -2.051 -0.889 -0.68
H -4.331 -2.484 2.243 0.38
H -4.437 -1.007 1.328 0.44
H -3.710 -4.500 -0.567 0.41
H -3.915 -4.488 1.152 0.38
```

Values from the calculation:
Charge: 0
2S+1: 1
F_max: 0.0521 Eh/bohr


ORCA calculation (ωB97M-V/def2-TZVPD) on the molecule C6H10O2 at a distorted geometry.

Geometry as XYZ:
```
18
Properties=species:S:1:pos:R:3:nbo_charge:R:1
C -2.754 -0.600 -1.691 -0.40
C -1.551 -0.247 -1.254 -0.17
C -0.928 -0.803 0.008 -0.45
C 0.603 -0.734 0.119 -0.41
C 1.127 0.116 1.271 -0.51
C 1.882 1.361 0.710 0.80
O 1.935 1.666 -0.453 -0.60
O 2.604 1.994 1.645 -0.69
H -3.044 -0.370 -2.713 0.19
H -3.545 -1.139 -1.180 0.19
H -0.860 0.307 -1.883 0.20
H -1.181 -1.869 -0.033 0.22
H -1.474 -0.467 0.899 0.21
H 0.979 -0.409 -0.843 0.24
H 0.958 -1.758 0.256 0.21
H 1.886 -0.328 1.903 0.24
H 0.341 0.493 1.922 0.23
H 3.024 2.788 1.317 0.50
```

Values from the calculation:
Charge: 0
2S+1: 1
Energy relative to the best compared isomer or geometry (same formula, charge and spin): 15.7 kcal per mole
F_max: 0.0438 Eh/bohr


ORCA calculation (ωB97M-V/def2-TZVPD) on a structure of composition C47H61N8O2S2SbSi3Y at a distorted geometry.

Geometry as XYZ:
```
125
Properties=species:S:1:pos:R:3:lowdin_charge:R:1
Y 0.975 -0.387 0.366 1.53
C 2.898 0.904 3.308 -0.17
C 1.859 0.096 4.097 -0.12
C 1.985 -1.390 3.958 -0.32
C 2.218 -2.184 5.074 -0.02
C 2.237 -3.560 4.942 -0.06
C 1.981 -4.097 3.693 -0.05
C 1.740 -3.232 2.638 -0.21
N 1.773 -1.905 2.747 0.04
N 2.263 1.829 2.357 -0.17
C 1.467 2.803 3.086 -0.15
C 0.545 3.589 2.199 -0.27
C 0.322 4.944 2.411 -0.02
C -0.666 5.585 1.682 -0.06
C -1.422 4.839 0.796 -0.05
C -1.107 3.500 0.630 -0.20
N -0.117 2.895 1.276 0.12
C 3.265 2.572 1.598 -0.15
C 4.138 1.697 0.753 -0.29
C 5.501 1.923 0.708 -0.01
C 6.300 1.117 -0.101 -0.05
C 5.702 0.079 -0.770 -0.06
C 4.331 -0.122 -0.602 -0.19
N 3.537 0.731 0.057 0.07
H 3.538 0.224 2.747 0.07
H 3.539 1.466 4.008 0.13
H 0.850 0.309 3.733 0.09
H 1.884 0.354 5.156 0.12
H 2.355 -1.724 6.043 0.11
H 2.431 -4.194 5.798 0.10
H 1.956 -5.165 3.530 0.11
H 1.497 -3.627 1.663 0.04
H 2.109 3.482 3.672 0.13
H 0.825 2.267 3.788 0.13
H 0.908 5.482 3.144 0.11
H -0.856 6.641 1.829 0.11
H -2.237 5.286 0.243 0.11
H -1.684 2.862 -0.023 0.05
H 3.909 3.156 2.277 0.13
H 2.735 3.279 0.951 0.12
H 5.939 2.711 1.305 0.11
H 7.367 1.283 -0.168 0.11
H 6.272 -0.622 -1.364 0.12
H 3.829 -0.923 -1.129 0.05
S 4.714 -2.233 1.968 0.58
C 4.552 -3.536 0.873 -0.80
C 5.594 -4.505 0.978 -0.33
N 6.466 -5.246 1.118 0.14
C 3.556 -3.768 -0.049 -0.68
S 2.116 -2.850 -0.513 0.63
C 3.637 -4.963 -0.810 -0.35
N 3.683 -5.923 -1.450 0.13
C -1.032 3.078 -2.261 -0.34
Sb -1.532 0.918 -2.440 1.51
C 0.527 0.104 -2.152 -0.55
C 0.365 -1.185 -2.905 -0.52
C 1.449 -1.996 -3.292 -0.15
C 1.232 -3.162 -3.993 -0.07
C -0.065 -3.520 -4.347 -0.08
C -1.077 -2.657 -3.989 -0.16
N -0.870 -1.532 -3.309 -0.02
Si 1.699 1.174 -3.183 0.44
C 2.292 2.711 -2.219 -0.19
C 0.896 1.663 -4.856 -0.20
C 3.320 0.449 -3.883 -0.18
C -3.190 0.318 -0.808 -0.48
C -2.877 -1.148 -0.676 -0.45
C -3.888 -2.116 -0.597 -0.07
C -3.566 -3.456 -0.532 -0.06
C -2.228 -3.821 -0.543 -0.06
C -1.289 -2.813 -0.598 -0.17
N -1.588 -1.513 -0.657 0.03
Si -4.651 0.599 -2.015 0.42
C -4.653 2.394 -2.648 -0.20
C -4.517 -0.544 -3.527 -0.19
C -6.424 0.339 -1.349 -0.19
Si -3.639 0.930 0.958 0.52
C -4.583 2.583 0.819 -0.18
C -2.391 1.232 2.340 -0.17
C -4.843 -0.301 1.777 -0.16
H -0.704 3.335 -3.269 -0.01
H -0.232 3.316 -1.569 -0.03
H -1.913 3.678 -2.033 -0.01
H 2.452 -1.708 -3.034 0.05
H 2.066 -3.797 -4.264 0.11
H -0.274 -4.434 -4.885 0.09
H -2.109 -2.845 -4.270 0.10
H 1.939 3.638 -2.674 0.03
H 3.382 2.737 -2.213 0.02
H 1.955 2.685 -1.181 -0.01
H -0.157 1.933 -4.775 -0.02
H 0.956 0.813 -5.540 0.03
H 1.424 2.496 -5.325 0.03
H 4.008 0.112 -3.107 0.00
H 3.828 1.234 -4.449 0.04
H 3.139 -0.377 -4.569 0.03
H -4.924 -1.809 -0.598 0.08
H -4.342 -4.211 -0.484 0.11
H -1.919 -4.856 -0.515 0.11
H -0.238 -3.073 -0.614 0.01
H -3.914 2.522 -3.440 0.01
H -4.415 3.103 -1.854 0.01
H -5.632 2.658 -3.050 0.03
H -3.963 -0.054 -4.327 0.01
H -5.499 -0.826 -3.910 0.03
H -3.975 -1.454 -3.269 0.01
H -6.549 0.709 -0.331 0.00
H -6.712 -0.714 -1.359 0.02
H -7.131 0.875 -1.984 0.03
H -3.930 3.395 0.499 0.00
H -4.974 2.850 1.803 0.04
H -5.424 2.537 0.128 0.00
H -1.370 1.028 2.042 -0.01
H -2.600 0.566 3.175 0.03
H -2.442 2.257 2.710 0.04
H -5.680 -0.607 1.150 0.01
H -5.254 0.145 2.686 0.04
H -4.298 -1.201 2.071 0.03
C -1.857 -3.019 3.084 0.01
C -1.097 -1.693 3.013 -0.70
O -0.956 -1.034 4.043 0.00
O -0.678 -1.369 1.845 -0.21
H -2.549 -2.996 3.924 0.07
H -1.138 -3.827 3.237 0.07
H -2.389 -3.196 2.151 0.05
```

Values from the calculation:
Charge: -1
2S+1: 1
Energy relative to the best compared isomer or geometry (same formula, charge and spin): 62.7 kcal per mole
F_max: 0.0312 Eh/bohr


Gap between HOMO and LUMO in eV, matching the order above: 9.4494; 8.8103; 7.8700; 10.2149; 5.8822